A:
{"formula": "C45H116N4O15", "method": "ωB97M-V/def2-TZVPD", "species": ["O", "O", "O", "O", "O", "O", "O", "O", "O", "O", "O", "O", "O", "O", "O", "N", "N", "N", "N", "C", "C", "C", "C", "C", "C", "C", "C", "C", "C", "C", "C", "C", "C", "C", "C", "C", "C", "C", "C", "C", "C", "C", "C", "C", "C", "C", "C", "C", "C", "C", "C", "C", "C", "C", "C", "C", "C", "C", "C", "C", "C", "C", "C", "C", "H", "H", "H", "H", "H", "H", "H", "H", "H", "H", "H", "H", "H", "H", "H", "H", "H", "H", "H", "H", "H", "H", "H", "H", "H", "H", "H", "H", "H", "H", "H", "H", "H", "H", "H", "H", "H", "H", "H", "H", "H", "H", "H", "H", "H", "H", "H", "H", "H", "H", "H", "H", "H", "H", "H", "H", "H", "H", "H", "H", "H", "H", "H", "H", "H", "H", "H", "H", "H", "H", "H", "H", "H", "H", "H", "H", "H", "H", "H", "H", "H", "H", "H", "H", "H", "H", "H", "H", "H", "H", "H", "H", "H", "H", "H", "H", "H", "H", "H", "H", "H", "H", "H", "H", "H", "H", "H", "H", "H", "H", "H", "H", "H", "H", "H", "H"], "xyz": [[4.82, 18.82, -12.55], [7.01, 20.25, -5.00], [3.93, 23.27, 5.29], [1.79, 20.02, -8.08], [-0.05, 19.56, -3.51], [-3.09, 21.36, -8.73], [9.52, 17.38, -9.53], [7.61, 15.05, -6.51], [2.03, 28.70, -4.31], [8.02, 17.62, -5.23], [6.44, 18.29, 1.69], [7.60, 23.62, -9.07], [4.23, 21.76, 0.35], [1.66, 23.70, -3.73], [7.94, 22.79, -4.44], [-2.05, 19.84, -5.54], [3.18, 26.14, -3.59], [9.07, 20.22, -8.95], [5.46, 20.91, 2.90], [7.00, 19.58, 1.56], [0.66, 18.97, -2.44], [3.04, 23.69, -3.41], [3.56, 19.53, -0.21], [3.30, 28.57, -3.75], [8.04, 23.85, -5.43], [-2.63, 20.80, -6.46], [6.83, 20.39, 2.81], [5.86, 16.17, -7.74], [3.34, 27.37, -2.80], [0.98, 22.29, -8.28], [4.84, 19.36, -5.50], [-2.87, 21.10, -10.09], [6.76, 24.68, -5.41], [2.64, 23.67, 5.66], [-2.52, 20.36, -7.91], [-0.64, 19.52, -5.81], [3.34, 24.98, -2.69], [9.90, 18.50, -4.01], [9.81, 17.97, -8.29], [3.92, 22.28, 4.29], [3.10, 20.97, -0.03], [5.72, 19.04, -10.35], [8.84, 19.12, -8.03], [2.16, 21.35, -8.45], [9.30, 24.66, -5.16], [3.91, 17.31, -10.93], [7.00, 15.14, -7.80], [5.61, 20.47, -4.79], [5.35, 21.98, 3.90], [3.36, 21.76, -7.63], [8.18, 21.33, -8.64], [8.88, 17.39, -4.11], [8.55, 22.61, -9.37], [1.19, 22.42, -4.08], [8.00, 24.88, -9.57], [5.24, 20.51, -3.32], [2.11, 21.04, 1.13], [6.54, 13.74, -8.15], [10.37, 16.28, -9.77], [7.95, 17.32, -2.88], [4.47, 18.70, -11.18], [-0.03, 18.76, -4.67], [6.78, 17.49, 0.58], [1.70, 30.01, -4.70], [6.13, 13.69, -9.16], [-0.60, 18.94, -6.73], [-3.70, 20.89, -6.23], [-3.34, 21.86, -10.71], [3.78, 19.56, -5.35], [7.53, 18.29, -2.64], [7.13, 16.63, -3.06], [-0.05, 20.43, -5.98], [4.95, 15.74, -7.32], [1.02, 18.58, -4.97], [4.17, 20.68, -3.24], [4.70, 21.33, 1.10], [2.24, 26.19, -3.97], [3.00, 17.21, -11.52], [8.07, 19.45, 1.32], [11.39, 16.63, -9.95], [5.89, 24.05, -5.58], [4.35, 27.30, -2.39], [3.33, 22.67, 3.45], [-1.79, 21.07, -10.30], [4.40, 24.97, -2.43], [5.87, 21.66, 4.81], [5.62, 16.51, -8.75], [6.55, 20.07, 0.69], [9.42, 25.46, -5.89], [4.14, 19.51, -1.13], [3.33, 22.85, -2.75], [8.63, 22.49, -10.46], [6.68, 25.23, -4.46], [2.66, 24.34, 6.51], [9.18, 25.19, -4.21], [1.74, 19.13, -2.56], [10.19, 24.03, -5.14], [2.71, 25.04, -1.80], [4.21, 21.14, -7.92], [-2.19, 21.80, -6.40], [4.87, 20.15, 3.23], [6.38, 16.49, 0.72], [7.12, 25.51, -9.47], [7.46, 21.08, -4.73], [5.20, 19.68, -12.71], [-0.47, 17.77, -4.58], [1.88, 22.06, 1.42], [-3.00, 19.39, -8.08], [9.53, 22.99, -9.05], [2.67, 21.42, -0.93], [-1.46, 20.31, -8.17], [1.17, 19.62, -8.69], [3.70, 23.57, -4.28], [7.13, 19.83, 3.69], [1.41, 21.66, -3.34], [6.01, 20.08, -10.54], [9.34, 16.41, -4.22], [2.52, 21.36, -9.48], [2.13, 24.10, 4.79], [8.58, 16.94, -2.07], [9.48, 19.44, -3.66], [2.03, 22.80, 5.96], [2.62, 27.50, -1.99], [1.87, 30.69, -3.85], [4.09, 28.42, -4.50], [3.19, 21.64, -6.56], [0.40, 19.43, -1.49], [5.63, 18.86, -9.28], [8.35, 24.89, -10.60], [0.73, 22.52, -7.24], [6.48, 17.96, -0.36], [8.83, 25.25, -8.96], [7.58, 18.48, -5.14], [3.60, 17.21, -9.89], [8.06, 23.27, -6.35], [3.48, 21.36, 4.68], [10.73, 18.22, -3.35], [8.79, 19.84, -9.86], [8.42, 21.56, -7.59], [5.81, 21.29, -2.83], [10.84, 18.33, -8.25], [7.52, 21.24, 2.75], [7.11, 21.15, -8.79], [7.69, 23.23, -3.61], [1.15, 20.56, 0.92], [6.73, 25.34, -6.28], [0.62, 30.03, -4.84], [10.43, 18.67, -4.95], [5.39, 19.53, -2.85], [5.04, 19.25, -6.56], [1.66, 22.04, -5.01], [6.03, 17.02, -7.08], [10.45, 15.60, -8.91], [0.15, 22.54, -4.39], [7.75, 15.54, -8.49], [9.99, 15.71, -10.61], [2.23, 30.45, -5.54], [5.41, 21.42, -5.31], [3.67, 19.38, -10.84], [1.24, 23.25, -8.73], [2.72, 18.85, -0.41], [0.49, 17.89, -2.40], [4.63, 16.55, -11.21], [0.06, 21.97, -8.76], [7.87, 17.35, 0.53], [5.90, 22.86, 3.54], [3.62, 22.80, -7.85], [3.56, 29.47, -3.17], [7.48, 13.18, -8.09], [7.62, 15.94, -6.12], [-2.10, 20.20, -4.59], [8.92, 19.42, -6.99], [4.09, 19.19, 0.68], [2.51, 20.52, 2.00], [9.69, 17.27, -7.45], [6.51, 18.37, -10.71], [7.84, 18.66, -8.12], [5.86, 13.26, -7.45], [5.13, 18.45, -4.96], [-3.31, 20.14, -10.39]], "mulliken_charge": [-0.608, -0.056, -0.374, -0.608, -0.289, -0.363, -0.318, -0.654, -0.280, 0.736, -0.414, -0.155, -0.499, -0.528, -0.534, -0.428, -0.133, -0.417, -0.040, 0.021, -0.526, 0.977, -0.356, -0.465, 1.765, -0.627, -1.159, -0.382, -0.738, -1.048, -1.326, -0.612, -1.135, -0.727, 0.194, 0.221, -1.328, -1.435, -0.683, -0.245, 1.119, -0.720, 0.610, 0.852, -1.663, -1.575, 1.386, 1.794, -0.781, -0.234, 0.763, 0.494, -0.991, 0.482, -0.899, -1.240, -1.464, -1.666, -0.890, -1.297, 1.084, -0.782, -0.615, -0.789, 0.347, 0.320, 0.380, 0.258, 0.317, 0.044, 0.393, -0.152, 0.517, 0.235, 0.134, 0.143, 0.252, 0.421, 0.563, 0.318, 0.059, 0.378, 0.161, 0.194, 0.454, 0.345, -0.079, -0.049, 0.356, -0.544, -0.373, 0.487, 0.394, 0.268, 0.390, 0.020, 0.400, 0.399, -0.192, 0.248, 0.139, 0.374, 0.243, -0.237, 0.344, 0.438, 0.315, 0.342, 0.370, 0.009, -0.227, 0.314, -0.094, 0.370, 0.086, 0.539, 0.525, 0.173, 0.300, 0.444, 0.164, 0.299, 0.326, 0.330, 0.237, -0.499, 0.259, -0.323, 0.345, 0.041, 0.052, 0.300, -0.517, 0.324, -0.737, 0.369, 0.482, 0.354, -0.138, 0.292, 0.454, 0.459, -0.276, 0.243, 0.338, 0.397, 0.261, 0.359, 0.144, -0.347, -0.624, -0.431, 0.331, 0.339, -0.312, 0.271, 0.286, -0.166, -0.160, 0.535, 0.339, 0.414, 0.355, 0.078, 0.399, 0.341, 0.520, 0.429, 0.431, 0.185, 0.320, -0.246, 0.543, 0.273, 0.216, 0.396, -0.132, 0.372, 0.438, 0.289], "spin_multiplicity": 1, "orbital_gap_ev": 9.1865, "e_homo_ev": -8.76, "smiles": "COCCNCCOC.COCCNCCOC.COCCNCCOC.COCCNCCOC.CC(C)O.CC(C)O.CC(C)O.CC(C)O.CC(C)O.CC(C)O.CC(C)O", "e_lumo_ev": 0.4}

---

B:
{"formula": "C45H116N4O15", "method": "ωB97M-V/def2-TZVPD", "species": ["O", "O", "O", "O", "O", "O", "O", "O", "O", "O", "O", "O", "O", "O", "O", "N", "N", "N", "N", "C", "C", "C", "C", "C", "C", "C", "C", "C", "C", "C", "C", "C", "C", "C", "C", "C", "C", "C", "C", "C", "C", "C", "C", "C", "C", "C", "C", "C", "C", "C", "C", "C", "C", "C", "C", "C", "C", "C", "C", "C", "C", "C", "C", "C", "H", "H", "H", "H", "H", "H", "H", "H", "H", "H", "H", "H", "H", "H", "H", "H", "H", "H", "H", "H", "H", "H", "H", "H", "H", "H", "H", "H", "H", "H", "H", "H", "H", "H", "H", "H", "H", "H", "H", "H", "H", "H", "H", "H", "H", "H", "H", "H", "H", "H", "H", "H", "H", "H", "H", "H", "H", "H", "H", "H", "H", "H", "H", "H", "H", "H", "H", "H", "H", "H", "H", "H", "H", "H", "H", "H", "H", "H", "H", "H", "H", "H", "H", "H", "H", "H", "H", "H", "H", "H", "H", "H", "H", "H", "H", "H", "H", "H", "H", "H", "H", "H", "H", "H", "H", "H", "H", "H", "H", "H", "H", "H", "H", "H", "H", "H"], "xyz": [[1.36, -1.58, 3.81], [-1.29, -1.21, 2.64], [1.46, 5.09, 3.36], [-7.08, -0.62, 0.82], [-4.08, -4.64, -1.33], [-1.48, 4.62, -1.32], [5.64, 4.39, -2.11], [8.12, 1.67, -2.33], [1.67, 3.73, -1.72], [-1.31, 7.14, -2.94], [7.08, 2.51, 2.11], [-3.74, -7.10, 3.03], [-3.20, -9.90, -1.03], [-0.18, -3.90, -0.54], [-0.12, 0.14, -0.72], [1.75, 1.09, -2.66], [-2.28, -4.75, 2.30], [-4.23, -0.32, 1.67], [-5.14, -7.21, -1.00], [-0.93, 5.45, 2.85], [0.90, 6.90, -3.69], [0.47, 3.61, 1.79], [-5.36, 0.36, 2.22], [3.02, 0.02, 3.24], [-0.06, 9.14, -3.01], [-4.90, -8.45, -0.26], [7.72, 0.32, -2.02], [-1.25, -3.96, 1.63], [-2.70, -10.93, -1.83], [2.45, 3.99, -0.58], [-5.00, -7.51, 3.50], [6.30, 0.14, -2.54], [5.43, 4.13, -4.47], [-0.51, -4.75, 0.55], [0.00, 7.64, -2.71], [0.62, -0.75, -1.52], [-2.33, -1.90, 1.98], [2.37, 3.41, -2.89], [-2.70, 4.79, -0.54], [1.91, -1.46, 1.45], [-1.40, -0.37, -0.42], [2.42, -1.34, 2.90], [5.76, 5.12, -3.35], [-4.11, -6.99, -2.01], [-3.07, 3.44, 0.06], [1.97, -0.10, -1.87], [-3.45, -3.39, -1.60], [2.89, 1.97, -2.82], [-2.95, -6.41, 3.96], [-1.08, 0.14, 2.20], [0.47, 5.04, 2.35], [5.65, 2.55, 2.24], [-3.69, -1.43, 2.45], [5.42, 2.43, 3.73], [5.22, 3.87, 1.58], [-4.59, -9.70, -1.07], [-6.73, -0.37, 2.14], [-8.36, -1.16, 0.65], [-2.32, 5.89, 0.42], [0.35, -4.59, -1.64], [-1.78, -5.72, 3.29], [-4.10, -5.53, -2.44], [4.81, 6.33, -3.43], [7.92, 0.15, -0.55], [-6.77, -1.30, 2.72], [0.82, -1.71, -1.04], [-7.37, 0.34, 2.68], [0.10, 2.97, 2.61], [0.51, -1.73, 3.37], [-3.58, -5.61, 4.39], [-1.05, -6.41, 2.85], [2.70, -1.49, 0.69], [-5.47, 1.41, 1.94], [5.94, -0.86, -2.28], [1.78, 3.66, -3.78], [-5.76, -8.59, 0.40], [3.60, 1.86, -1.99], [-0.15, 3.33, 0.94], [-3.61, -1.12, 3.50], [-1.47, 3.75, -1.73], [-1.90, 0.70, 2.65], [-3.07, -10.81, -2.86], [6.77, 5.50, -3.50], [7.33, 2.50, 1.19], [-1.64, 6.64, -2.19], [-4.03, -8.33, 0.41], [0.64, 7.22, -4.70], [7.57, 2.33, -1.89], [-3.13, 6.10, 1.13], [-8.52, -1.46, -0.38], [-1.31, -5.15, 4.10], [0.74, -3.88, -2.37], [1.50, 3.27, 1.69], [5.27, 7.27, -3.11], [1.93, 7.21, -3.52], [-2.94, -11.96, -1.54], [8.97, 0.30, -0.29], [7.31, 0.79, 0.08], [4.43, 3.72, -4.52], [-2.61, -6.94, 4.85], [-2.61, -3.18, -0.93], [-4.18, -7.54, -2.95], [-1.19, 5.17, 3.87], [5.39, 3.87, 0.50], [-3.47, 5.07, -1.26], [0.84, 9.72, -2.80], [5.87, 1.53, 4.15], [-1.97, 0.44, 0.05], [3.88, 6.16, -2.90], [-0.41, -5.07, -2.28], [-1.00, 6.54, 2.85], [-3.10, -7.18, -1.61], [-5.50, -8.02, 2.67], [-0.28, 9.24, -4.08], [0.82, 5.76, 1.60], [2.33, 0.84, 3.00], [5.10, 1.74, 1.73], [-8.50, -2.02, 1.32], [0.85, 1.50, -2.52], [-1.61, -10.84, -1.81], [6.07, 3.24, -4.53], [-1.20, -5.52, 0.21], [3.31, 0.10, 4.28], [0.39, -5.24, 0.93], [-0.16, 0.48, 2.67], [5.59, 4.67, -5.41], [-4.43, -2.24, 2.39], [-2.97, -3.42, -2.58], [-5.66, -6.69, 3.81], [-2.35, -1.87, 0.88], [-5.20, -10.53, -0.69], [-1.84, -3.14, 1.20], [1.48, 4.29, 3.89], [6.45, 4.59, -1.63], [3.40, 4.46, -0.81], [0.15, -0.93, -2.49], [2.60, 0.14, -1.01], [-5.05, -5.30, -2.94], [-3.79, 3.59, 0.88], [4.47, 6.45, -4.46], [8.33, -0.33, -2.64], [-1.66, 5.02, 2.17], [-5.15, -6.41, -0.38], [4.17, 3.98, 1.87], [-3.61, 2.86, -0.69], [6.15, 0.32, -3.60], [3.88, 0.14, 2.57], [-0.64, -3.51, 2.41], [-2.16, -2.97, 2.10], [-4.47, -0.63, 0.74], [3.33, 1.68, -3.78], [3.20, 4.11, -2.99], [-1.42, -1.25, 0.23], [0.86, 5.81, -3.73], [-2.29, 2.77, 0.41], [1.32, -2.37, 1.34], [5.86, 4.64, 2.00], [-1.43, 5.72, 1.01], [5.97, 3.19, 4.30], [-4.20, -2.60, -1.63], [2.43, -0.87, -2.50], [-3.28, -5.39, -3.14], [-9.19, -0.47, 0.87], [7.85, -0.90, -0.22], [1.32, -0.60, 1.15], [-2.80, -5.31, 1.62], [-1.10, 0.25, 1.12], [5.53, 0.72, -2.02], [-0.84, 9.53, -2.36], [-5.19, 0.50, 3.30], [2.56, 3.10, 0.06], [-4.89, -8.21, 4.33], [4.40, 2.70, 4.00], [1.07, -5.35, -1.34], [3.21, -2.09, 2.99], [-4.92, -9.58, -2.11], [-2.12, 6.81, -0.13], [-1.93, -0.59, -1.36], [0.30, 7.43, -1.67], [1.81, 4.61, 0.06]], "mulliken_charge": [-0.707, -0.418, -0.639, -0.255, -0.184, -0.219, -0.331, -0.573, 0.220, -0.713, -0.661, -0.075, -0.236, 0.238, 0.304, -0.267, 0.270, 0.343, -0.514, -1.377, -0.897, -0.746, -0.950, -0.881, -1.463, -0.292, 0.483, 0.107, -0.816, 0.087, -0.696, -0.776, -1.267, -1.312, 1.043, -0.229, 0.699, -1.140, 0.820, -0.534, -1.413, 0.400, 0.265, -0.351, -1.402, -0.484, -0.464, 0.154, -0.851, -0.460, 0.356, 1.522, -1.940, -1.547, -0.376, -0.875, -0.588, -0.809, -1.467, -0.912, -0.560, -0.678, -1.053, -0.826, 0.368, -0.349, 0.381, 0.572, 0.219, 0.371, 0.344, 0.812, 0.269, 0.422, 0.421, 0.417, -0.323, 0.311, 0.643, 0.138, 0.611, 0.330, 0.498, 0.285, 0.114, 0.221, 0.409, 0.316, 0.432, 0.246, 0.354, 0.209, -0.015, 0.462, 0.199, 0.297, 0.374, -0.243, 0.165, 0.412, 0.084, 0.280, 0.448, -0.263, 0.363, 0.353, 0.382, 0.270, -0.010, 0.178, 0.339, 0.279, 0.046, 0.322, 0.217, -0.050, -0.371, 0.327, 0.298, 0.231, 0.276, 0.589, 0.505, 0.560, 0.088, 0.470, 0.266, 0.440, 0.351, -0.581, 0.453, -0.391, 0.384, 0.258, 0.289, 0.696, 0.218, 0.282, 0.334, 0.380, 0.278, 0.292, 0.256, 0.014, 0.562, 0.354, 0.087, 0.159, 0.266, 0.217, 0.690, -0.230, 0.504, -0.015, 0.022, -0.130, 0.423, 0.034, 0.462, 0.209, 0.129, 0.431, 0.309, 0.434, -0.342, -0.048, -0.030, -0.146, 0.354, 0.477, 0.003, 0.341, 0.257, 0.383, 0.421, 0.384, 0.552, 0.695, 0.110, -0.533], "spin_multiplicity": 1, "orbital_gap_ev": 8.7565, "e_homo_ev": -8.22, "e_lumo_ev": 0.5}

---

Least stable of them? B.